A molecular structure, C64H74N3O2PSTl, computed with the ωB97M-V functional and the def2-TZVPD basis.

The net charge is -1. For the HOMO energy, the calculation gives -1.762 eV. The orbital gap is 3.4537 eV. The value obtained for the total energy is -3709.93379 Ha.

Geometry as XYZ:
```
146
Properties=species:S:1:pos:R:3:forces:R:3:lowdin_charge:R:1
Tl -0.11788 -0.27789 0.08240 1.29 -0.13 0.41 0.860
C -3.96959 -0.08106 3.62389 0.18 -0.09 -0.11 -0.061
C -2.75313 -1.01828 3.54884 -0.10 -0.01 0.13 -0.374
C -3.22794 -2.43972 3.87828 0.10 0.02 -0.17 -0.072
C -1.64204 -0.60404 4.48884 0.14 0.01 -0.03 -0.147
C -1.98789 -0.44241 5.82589 -0.01 0.05 0.03 -0.075
C -1.05370 -0.14584 6.80146 -0.13 0.03 0.07 -0.110
C 0.26234 0.03747 6.41527 0.07 0.00 -0.02 -0.072
C 0.65729 -0.09518 5.09187 -0.01 0.10 0.17 -0.142
C 2.09738 0.24411 4.74024 0.07 0.00 0.12 -0.366
C 2.43731 1.68432 5.14408 -0.03 -0.10 -0.07 -0.063
C 3.08045 -0.72840 5.39813 -0.08 0.07 0.01 -0.076
C -0.28296 -0.46549 4.08538 0.47 0.04 -0.12 -0.212
N 0.18668 -0.64146 2.78945 -1.43 0.69 -0.07 -0.082
C 1.12207 -1.61456 2.61615 1.08 -0.81 -0.64 -0.304
C 2.16188 -1.62991 1.70692 -0.68 -0.78 1.03 -0.313
N 2.55252 -0.55755 0.97886 0.46 1.18 -1.03 -0.034
C 3.65821 -0.54816 0.20658 -0.75 -0.13 0.59 -0.210
C 4.78403 -1.44489 0.28267 0.41 -0.15 -0.12 -0.139
C 5.65386 -1.51365 -0.80314 0.03 0.13 0.10 -0.121
C 5.57106 -0.66911 -1.89739 0.33 0.06 -0.10 -0.157
C 4.67769 0.39752 -1.81573 -0.10 -0.10 0.14 -0.101
C 3.76852 0.49915 -0.78297 0.15 0.16 -0.16 -0.163
C 2.98987 1.79299 -0.61414 0.14 0.06 -0.04 -0.390
C 2.29475 2.26212 -1.89147 0.03 0.02 0.14 -0.077
C 3.94671 2.88341 -0.11031 -0.14 -0.04 0.07 -0.066
C 5.27955 -2.19788 1.52168 -0.24 -0.08 0.04 -0.378
C 4.95317 -1.52064 2.85382 0.14 -0.03 -0.18 -0.085
C 4.94001 -3.69557 1.55122 0.05 0.06 0.05 -0.076
H -4.62544 -0.24265 2.76601 -0.10 -0.01 -0.05 0.067
H -3.66434 0.96112 3.63550 0.03 0.19 -0.07 0.069
H -4.55281 -0.26884 4.52933 0.00 0.03 -0.02 0.069
H -2.35860 -1.00338 2.53474 0.11 0.04 -0.07 0.091
H -3.67719 -2.46725 4.87397 0.02 0.00 0.00 0.072
H -2.39652 -3.14742 3.87077 -0.01 -0.02 -0.05 0.080
H -3.98873 -2.76367 3.16055 -0.01 -0.08 0.00 0.070
H -3.02511 -0.57689 6.11556 -0.01 0.00 0.01 0.098
H -1.34770 -0.05547 7.84055 0.00 0.03 0.00 0.085
H 0.99850 0.30372 7.16715 0.03 0.00 -0.01 0.099
H 2.21439 0.18114 3.65976 -0.02 -0.05 -0.04 0.108
H 2.37389 1.82300 6.22589 0.00 0.04 0.02 0.066
H 1.75308 2.38762 4.66501 0.02 0.04 0.02 0.064
H 3.45365 1.93203 4.82783 0.00 0.01 0.00 0.074
H 2.96109 -0.72363 6.48461 0.01 0.02 0.05 0.069
H 4.10945 -0.44672 5.16340 -0.03 -0.05 0.05 0.063
H 2.91184 -1.74648 5.04299 0.00 0.03 0.03 0.075
H 1.06382 -2.49320 3.27420 -0.14 -0.16 -0.17 0.106
H 2.67003 -2.58696 1.58982 -0.09 0.19 0.11 0.073
H 6.46946 -2.23234 -0.76211 0.00 -0.04 0.03 0.105
H 6.25082 -0.77036 -2.73476 0.02 0.02 0.01 0.083
H 4.72339 1.17163 -2.57539 -0.04 0.03 0.01 0.099
H 2.24156 1.63064 0.16161 -0.06 -0.10 0.00 0.089
H 2.99818 2.32820 -2.72509 -0.04 0.03 -0.02 0.067
H 1.86439 3.25835 -1.74710 -0.06 0.00 -0.02 0.064
H 1.49272 1.58114 -2.16767 -0.16 -0.10 -0.15 0.047
H 4.71907 3.09140 -0.85523 0.01 0.00 0.00 0.074
H 4.43697 2.56233 0.81045 0.02 0.01 -0.02 0.079
H 3.40094 3.81006 0.09390 0.03 0.04 0.00 0.067
H 6.37086 -2.15275 1.43357 0.00 -0.04 -0.04 0.116
H 3.89207 -1.55749 3.08300 0.11 0.01 -0.02 0.030
H 5.25739 -0.47181 2.82625 0.00 0.03 0.03 0.089
H 5.49714 -2.01983 3.66104 0.03 0.01 0.03 0.077
H 3.88327 -3.87253 1.74933 0.06 -0.09 -0.01 0.053
H 5.51405 -4.19174 2.33967 0.01 -0.04 0.00 0.069
H 5.19105 -4.16131 0.59596 0.00 -0.03 0.00 0.068
C -0.83835 -4.99371 0.46909 -0.06 0.14 0.02 -0.053
C -0.95643 -3.55488 -0.02910 0.05 0.05 -0.22 -0.400
C -0.69464 -3.46932 -1.52860 -0.06 0.10 0.19 -0.063
C -2.30621 -2.97290 0.38672 -0.02 -0.49 0.10 -0.285
C -3.53767 -3.64956 -0.23042 0.38 -0.26 0.03 -0.095
O -4.43960 -2.57595 -0.46199 -0.29 0.71 0.01 -0.031
C -3.73154 -1.39729 -0.28856 1.76 -1.83 0.34 -0.281
N -2.51056 -1.55523 0.08600 -1.49 0.61 -0.19 0.090
C -4.53989 -0.20460 -0.46382 -1.17 1.75 -0.27 -0.105
C -5.90212 -0.44120 -0.77307 0.66 -0.39 0.17 -0.017
C -6.84791 0.55224 -0.79513 -0.14 0.73 0.06 -0.071
C -6.47779 1.86558 -0.50340 -0.15 -0.53 -0.13 -0.064
C -5.14657 2.13749 -0.26896 0.09 0.05 0.05 -0.104
C -4.15058 1.15808 -0.26968 -0.44 -0.67 0.00 -0.272
P -2.40965 1.70801 -0.14913 0.31 0.54 0.17 1.053
C -2.27209 2.79373 1.33940 0.00 -0.31 0.15 -0.352
C -2.89652 4.02959 1.50946 -0.04 0.04 0.02 -0.103
C -2.71200 4.75498 2.67570 -0.05 0.10 -0.09 -0.088
C -1.88849 4.26952 3.68476 0.05 -0.07 -0.06 -0.078
C -1.22861 3.06343 3.51017 0.02 0.09 0.17 -0.055
C -1.41475 2.33775 2.34250 -0.20 -0.19 -0.21 -0.095
C -2.33144 3.02808 -1.43084 -0.02 -0.27 -0.14 -0.354
C -3.17622 3.09179 -2.53653 -0.03 0.04 0.06 -0.102
C -2.98741 4.06099 -3.51412 -0.17 0.12 0.03 -0.099
C -1.94297 4.96603 -3.41292 -0.11 0.11 0.12 -0.118
C -1.07498 4.89261 -2.33012 -0.09 0.02 -0.04 -0.089
C -1.26717 3.93121 -1.35233 0.01 -0.10 0.09 -0.089
H 0.15229 -5.38791 0.23975 -0.02 -0.02 0.01 0.082
H -1.58157 -5.63641 -0.01307 0.01 -0.06 0.00 0.078
H -0.98423 -5.04688 1.55029 0.01 -0.02 0.00 0.081
H -0.19052 -2.96486 0.48699 0.01 -0.08 0.08 0.080
H -1.41338 -4.06293 -2.09958 0.03 -0.01 -0.06 0.079
H 0.30475 -3.84198 -1.75040 0.06 0.03 -0.08 0.079
H -0.75641 -2.43312 -1.86639 0.03 -0.04 -0.06 0.017
H -2.35309 -3.08544 1.47450 0.01 0.21 0.03 0.123
H -4.00414 -4.36953 0.44205 -0.05 0.07 -0.05 0.130
H -3.31927 -4.14014 -1.18404 -0.03 0.06 0.03 0.119
H -6.20198 -1.45759 -0.97553 -0.02 0.01 0.04 0.113
H -7.87847 0.31685 -1.02949 0.02 -0.04 0.01 0.103
H -7.21357 2.65926 -0.48614 0.01 0.01 0.00 0.104
H -4.85909 3.16428 -0.09501 0.04 0.00 -0.02 0.088
H -3.50384 4.45397 0.72008 -0.02 0.01 -0.01 0.094
H -3.20383 5.71392 2.78966 0.00 -0.01 0.01 0.097
H -1.74896 4.83958 4.59483 -0.01 0.00 0.00 0.101
H -0.57337 2.67511 4.28109 -0.03 -0.04 -0.03 0.101
H -0.88324 1.39958 2.21410 0.05 -0.09 0.16 0.043
H -3.99246 2.38472 -2.62423 -0.02 0.03 -0.07 0.102
H -3.66117 4.10507 -4.36197 0.03 -0.02 0.00 0.107
H -1.79225 5.71555 -4.17976 -0.02 -0.02 -0.01 0.106
H -0.24427 5.58334 -2.25018 0.00 -0.01 0.02 0.108
H -0.59275 3.87671 -0.50504 0.05 0.03 -0.03 0.114
O -0.69696 0.09326 -2.81253 -0.09 0.35 0.40 -0.627
S -1.04583 -0.71084 -4.00241 0.24 0.07 -1.06 0.933
C -1.88616 0.44103 -5.21627 0.31 -0.38 0.33 -0.260
C -0.99663 1.52624 -5.71209 0.13 0.17 -0.04 -0.294
C -0.58617 2.53395 -4.84138 0.09 -0.14 0.05 -0.044
C 0.30134 3.50919 -5.26646 0.12 -0.02 -0.09 -0.066
C 0.80757 3.47983 -6.55817 -0.02 0.00 0.02 -0.085
C 0.39210 2.48840 -7.43756 0.05 0.03 -0.04 -0.089
C -0.50728 1.52256 -7.01770 -0.12 -0.04 0.05 -0.063
C 0.54096 -0.89458 -4.93483 -0.50 -0.11 0.24 -0.257
C 1.37982 -1.97923 -4.33590 0.07 -0.08 0.07 -0.290
C 2.37848 -1.66865 -3.41768 -0.19 0.02 -0.09 -0.005
C 3.17592 -2.66987 -2.88258 0.04 -0.09 0.16 -0.039
C 2.98210 -3.99041 -3.26128 -0.13 0.00 0.00 -0.081
C 1.96162 -4.31326 -4.14803 -0.01 0.01 -0.02 -0.104
C 1.16483 -3.31242 -4.68057 -0.02 -0.04 -0.02 -0.072
H -2.72053 0.83606 -4.63568 -0.07 -0.08 0.01 0.084
H -2.25349 -0.21100 -6.01091 -0.06 0.07 -0.03 0.089
H -0.94859 2.53500 -3.82127 0.11 -0.05 -0.08 0.087
H 0.60134 4.29101 -4.57993 0.06 -0.07 -0.01 0.100
H 1.53014 4.21904 -6.87997 -0.04 0.04 0.00 0.099
H 0.77828 2.46609 -8.44901 -0.02 -0.01 0.00 0.099
H -0.83835 0.75479 -7.70921 0.04 -0.02 0.01 0.110
H 1.02776 0.07708 -4.86300 -0.05 0.06 -0.04 0.103
H 0.27131 -1.11016 -5.96970 0.02 0.02 -0.05 0.097
H 2.53893 -0.64149 -3.10855 0.01 -0.04 -0.01 0.105
H 3.94563 -2.40755 -2.16602 -0.11 -0.03 -0.09 0.076
H 3.61349 -4.77294 -2.85899 0.00 0.03 0.05 0.100
H 1.78078 -5.34563 -4.42180 0.03 0.00 -0.03 0.096
H 0.36768 -3.57216 -5.36986 0.01 0.03 -0.03 0.108
```
Positions in Å, forces in eV/Å.